No. 1
74
Properties=species:S:1:pos:R:3 method="wB97M-V/def2-TZVPD" charge=0 lumo_energy_ev="0.49 / -0.54" homo_lumo_gap_ev="7.82 / 8.05" max_force_ev_per_a=2.66 multiplicity=2 de_lowest_kcal_mol=6.59
H -3.7076 -2.7448 1.1257
H -4.3600 2.7032 3.0267
B -2.2693 -1.1371 -2.6916
H 4.9639 1.5928 -0.3684
C 2.6549 -1.6332 0.2945
C 3.4443 3.1359 -3.5686
C 1.0654 0.3846 2.5727
F -1.7705 -2.4271 -2.7287
N -2.8517 1.7078 1.9492
C -0.9241 -5.4921 -0.8119
P 0.9852 -1.3154 -0.3799
N -0.4518 1.8867 2.5791
Fe -1.0273 0.0565 0.2972
C -4.9021 0.9095 1.7970
C -0.3714 -2.4291 2.8101
H -4.2092 -0.6621 0.3522
H 1.9112 -1.7663 -2.6042
C 1.3985 1.2699 3.5971
H 5.4697 3.2492 -4.2842
C -0.9570 2.5752 -1.5090
H -5.9636 0.7697 1.9039
H 1.7582 -3.7602 -1.9114
N -1.2902 3.0136 0.5716
B -1.6525 2.6460 2.0261
H 1.2189 1.8570 -0.3585
N -0.0674 0.7490 1.9691
F -3.6450 -1.0969 -2.6169
C -0.8483 -3.3180 0.2147
H 1.5411 2.8812 -2.6203
H 2.6026 -2.0946 1.2816
C 3.1381 2.1846 -1.3531
H -1.4201 5.1110 0.4855
H 6.4353 2.2724 -2.2239
H 2.7228 1.4054 0.6228
C 2.6127 2.7518 -2.5364
C 2.2958 1.7789 -0.2983
H 2.2487 1.2323 4.2557
H 0.4532 -0.7632 -2.6707
C -1.2779 4.1954 -0.0645
C 0.2570 -5.2150 -1.4863
H -0.6587 -1.8159 3.6659
C 4.5409 2.0274 -1.2677
C 0.8625 -3.9773 -1.3422
H 3.1875 -2.3081 -0.3763
H 1.9949 -0.0515 -2.1627
F -1.7713 -0.5248 -1.4100
C -4.0128 0.1668 1.0128
C 0.3962 2.2177 3.5585
H 0.2370 3.1096 4.1417
N -1.0912 2.0145 -0.3124
H 1.5901 -0.4942 2.2539
H 0.6935 -5.9552 -2.1443
H 0.6736 -2.2403 2.5923
H 3.0218 3.5785 -4.4617
H -1.9011 3.6177 2.6896
H -0.9945 4.6935 -2.1993
H -0.4933 -3.4851 3.0541
H -0.8156 1.9491 -2.3786
C 4.8228 2.9608 -3.4662
H -2.3988 -4.7734 0.5553
P -1.4073 -2.0242 1.3614
H -1.4189 -6.4446 -0.9517
C -4.1144 1.8864 2.3687
C 5.3642 2.4054 -2.3085
H -3.4380 -1.8818 2.6417
H 3.2076 -0.6978 0.3710
N -2.7798 0.6455 1.1282
C 0.3046 -3.0120 -0.5103
H -2.8959 -3.5657 2.4821
C -1.0611 3.9663 -1.4090
C -1.4737 -4.5474 0.0402
C -3.0168 -2.6173 1.9577
C 1.3772 -0.9458 -2.1245
F -1.7420 -0.3411 -3.6954

=====

No. 2
80
Properties=species:S:1:pos:R:3 method="wB97M-V/def2-TZVPD" charge=-1 lumo_energy_ev="2.43 / 2.43" homo_lumo_gap_ev="6.96 / 6.98" max_force_ev_per_a=0.62 multiplicity=5
H 5.4603 -1.7737 -1.4811
C 1.0324 1.7032 -4.9981
C -3.4440 3.1601 3.2655
O 1.0186 1.3283 -2.6137
C -4.5899 1.1276 3.0027
H 3.4099 -0.1589 1.2629
H -3.7735 -4.5808 1.9782
O -0.1807 -1.8949 1.4015
H 0.0101 -5.8630 3.5305
N -2.2502 0.2749 -1.5888
H 0.2399 -0.2609 2.8344
P 1.5248 -0.1607 -2.2711
H -1.2726 -0.3365 -3.3297
C 0.5743 0.6431 2.3438
H -3.6564 -1.9137 -2.2795
C -1.9405 -5.3616 2.7899
H 1.7692 3.7166 0.5920
F -4.9100 0.0128 2.3300
H -2.7199 -2.3249 -3.7137
C -0.0145 -3.9672 2.5454
C 1.3705 1.5955 2.9976
H 3.6801 -2.8364 -0.0467
H 1.3571 4.2777 -4.0788
C 1.4194 2.8291 1.1068
C 4.7583 -1.0025 -1.8066
C 3.6548 -0.8239 -0.7723
Cl -3.0365 -2.0384 0.8836
H 1.4368 3.8882 -2.3486
H -3.1818 0.3855 -1.1978
C -2.6548 -1.8654 -2.7204
Cl -2.6724 -6.8437 3.3629
H 4.3214 -1.2973 -2.7613
C -5.2430 1.3263 4.2048
C -3.6589 2.0264 2.4752
H 2.1307 -2.0187 0.2212
H 4.5948 0.7723 0.3314
C -2.2659 -0.4043 -2.8907
C -0.7298 -2.9740 1.8376
H 3.4691 2.4698 -2.6642
C -4.0848 3.3798 4.4705
C -0.5919 -5.1349 3.0049
H 1.5652 0.5475 4.7675
F -5.6182 2.6598 6.1241
H 1.3632 0.6832 -5.1934
H 5.0001 -0.8591 0.9086
F -3.8284 4.4882 5.1856
C 0.6297 1.9126 0.4523
H 5.3042 -0.0659 -1.9432
H 2.5610 -2.5929 -1.3985
C 3.0917 2.1548 -3.6381
C -2.7143 -4.4240 2.1292
O 1.9746 -0.9027 -3.4689
C 1.0484 3.5610 -3.3150
H 2.3969 2.0614 4.6971
Cl 1.6791 -3.6848 2.8376
C 4.1997 -0.2289 0.5138
H 0.3329 2.0500 -0.5770
H -1.8659 1.2117 -1.6553
F -2.5752 4.1016 2.8696
H 3.4629 2.8398 -4.4033
S -2.8290 1.7922 0.9620
H -0.0420 3.5544 -3.2630
N 0.2102 0.8120 1.0901
Fe -1.0186 -0.6639 -0.0143
H -0.7747 -2.4869 -2.1879
H -2.9715 0.0725 -3.5777
H -0.0600 1.7231 -4.9916
C 1.5685 2.1736 -3.6529
H 1.3882 2.3606 -5.7947
C -2.1027 -3.2713 1.6822
N -1.7223 -2.5549 -1.8331
O 0.3849 -0.7517 -1.4737
H -1.9604 -3.5331 -1.7292
N 1.7989 2.6847 2.3778
O 2.7358 0.1807 -1.2823
H 3.4704 1.1539 -3.8487
F -6.1317 0.4237 4.6530
C 2.9544 -2.1464 -0.4830
C -4.9917 2.4581 4.9527
N 1.7254 1.4247 4.3109

=====

No. 3
77
Properties=species:S:1:pos:R:3 method="wB97M-V/def2-TZVPD" charge=0 lumo_energy_ev="-1.92 / -1.92" homo_lumo_gap_ev="5.02 / 5.02" max_force_ev_per_a=0.52 de_lowest_kcal_mol=0.71
C -1.1041 -3.5947 -1.7064
H 0.1255 4.6793 -1.0326
C -1.2221 0.4624 -5.1458
Cl -5.3318 0.0041 -0.5250
H 4.6949 3.6468 -0.2344
H 0.0057 -2.9265 2.0535
C -2.0180 1.0688 -4.1321
O 4.3759 2.3375 2.0722
H -1.5964 -3.5324 1.6021
N -2.5110 1.1140 -1.8501
C -5.2652 -0.3794 4.1067
H -1.0915 -3.1293 -2.6947
H 6.1440 3.5940 -1.2419
C 5.7497 1.7728 -0.1527
H 3.0354 0.3033 -1.8708
Si -3.5773 -1.1469 -0.8776
H 4.7240 0.3172 -2.3795
H 1.6919 -2.6634 -1.7730
H -4.9226 -2.4520 4.5614
H 0.3240 -0.9708 -5.4411
Se -3.5986 2.2975 -2.6039
C 4.4399 -0.3375 -0.3359
C -0.3152 -0.4638 -4.7317
C -3.1036 -0.6564 2.3350
N -2.1585 3.1340 0.4790
H 6.3689 1.1432 -0.7928
C -4.5995 -1.5977 3.9800
C 1.4369 -2.5086 -0.7217
S -0.0488 1.9961 -0.7605
Cl -4.1051 -2.9436 0.0334
H -0.1438 -4.4001 1.0939
H 2.0071 -1.6602 -0.3585
H 1.0560 -0.0570 4.7131
Cl -3.8533 -1.6036 -2.9291
N -2.4056 1.8244 0.8902
Si -0.4460 -2.4376 -0.3554
H -1.3493 0.7306 -6.1852
C 1.6896 0.3815 1.0110
C -0.1473 -0.8142 -3.3536
N 4.6340 0.9484 0.3148
C 5.2857 3.0158 -0.8967
C 1.2761 0.0843 3.6644
N -2.9603 1.9944 -4.2250
N -0.8689 -0.2947 -2.3949
H -3.0220 -2.6807 3.0130
C 2.5011 0.5561 3.2425
H -6.1056 -0.2777 4.7793
H 5.3902 -0.8808 -0.2979
C 2.7229 0.6922 1.8791
C -4.8239 0.6977 3.3713
C 0.2906 -0.1715 2.7237
H -2.1239 -3.9300 -1.5225
N 0.4718 -0.0076 1.4112
H 1.8292 0.4958 -0.0524
C 3.9878 -0.2246 -1.7838
H 4.6772 2.7540 -1.7637
H -0.4613 -4.4800 -1.7491
C -3.2923 1.7743 1.8141
C 3.9809 1.3802 1.4215
N -0.8182 4.5348 -0.7148
C -1.7843 0.6077 -2.8167
C -3.5318 -1.7338 3.1172
H -3.7229 2.7209 2.1349
H 0.6027 -1.5438 -3.0828
H -1.2125 5.2871 -0.1704
H 1.8146 -3.3943 -0.1976
C -3.7457 0.5802 2.4852
H 6.3498 2.0618 0.7105
H 3.8679 -1.2195 -2.2132
O -2.0486 -0.8224 1.5353
C -1.1101 3.2744 -0.2562
H 3.2771 0.8382 3.9419
C -0.5717 -3.4060 1.2590
H -5.3089 1.6621 3.4693
H -0.6844 -0.5162 3.0249
H 3.7358 -0.9221 0.2520
W -1.4533 0.0132 -0.1730